A cluster of 11 separate species, C33H50O33 in total at a distorted geometry, computed with the ωB97M-V functional and the def2-TZVPD basis.

Structure (XYZ):
```
116
Properties=species:S:1:pos:R:3:forces:R:3:mulliken_charge:R:1
C 0.03856 1.30654 -6.12818 -0.79 0.09 0.89 0.25
C -0.40271 -0.13395 -6.26004 -1.83 0.11 1.28 0.13
O 0.32256 -0.69032 -7.29802 2.78 -0.23 -1.89 -0.42
C 1.29298 0.23883 -7.80833 -2.08 0.41 -1.18 0.54
O 1.98209 0.15378 -8.82592 -2.07 -0.12 4.11 -0.52
O 1.02377 1.36798 -7.07083 3.66 0.69 -2.70 -0.43
H 0.41610 1.60541 -5.15030 0.15 -0.37 0.00 -0.02
H -0.72871 2.04322 -6.36628 -0.20 -0.09 -0.27 0.12
H -1.46053 -0.18599 -6.51775 -0.05 -0.10 -0.12 0.17
H -0.30078 -0.65119 -5.30601 0.43 -0.37 -0.13 0.15
C -0.98204 -4.43703 0.08768 0.05 -1.06 0.02 -0.10
C -1.51084 -5.43962 1.10053 -0.21 0.48 -0.23 -0.34
O -1.12692 -4.90070 2.35339 -0.15 0.87 1.13 -0.44
C -0.77776 -3.54338 2.23609 -0.90 -2.65 -0.93 0.56
O -0.73151 -2.75545 3.11938 0.29 -0.24 -0.58 -0.51
O -0.57072 -3.37254 0.91680 0.74 2.15 -0.58 -0.04
H -1.76196 -4.11920 -0.60428 0.05 0.33 0.13 0.26
H -0.20869 -4.93744 -0.49509 0.57 0.88 0.17 0.14
H -1.06833 -6.42788 0.97551 -0.32 0.08 0.13 0.23
H -2.59139 -5.39539 0.96435 -0.19 -0.74 0.67 0.27
C -4.74643 3.69384 -0.48603 -0.08 0.55 1.74 -0.51
C -4.25923 2.86879 0.67988 -2.68 -0.08 0.64 0.33
O -2.97339 3.34151 0.93967 0.29 -0.37 0.85 -0.24
C -2.50690 3.90981 -0.16975 0.96 0.04 -0.09 0.59
O -1.36534 4.26876 -0.28464 -1.24 -0.12 -0.47 -0.57
O -3.50550 3.95417 -1.07293 1.38 0.60 -2.76 -0.34
H -5.09606 4.66727 -0.14207 -0.35 0.06 0.14 0.31
H -5.57563 3.22400 -1.01498 0.77 -0.21 -0.81 0.35
H -4.33086 1.80604 0.44850 0.54 -0.04 0.23 -0.38
H -4.94442 3.12973 1.48643 0.38 -0.54 0.53 0.37
C -3.93311 -1.03131 -1.14413 -0.98 -0.47 -0.01 0.39
C -5.02453 -2.02783 -0.72350 0.61 -0.11 -0.12 -0.47
O -6.12385 -1.15270 -0.41198 -0.06 -4.34 1.40 -0.39
C -5.96973 -0.01212 -0.96267 -0.07 2.32 0.36 0.54
O -6.79934 0.83886 -0.84346 0.25 0.79 -0.86 -0.59
O -4.74712 0.10642 -1.50040 0.74 0.48 -0.91 -0.09
H -3.42868 -1.46160 -2.00929 0.32 0.64 0.03 0.34
H -3.26396 -0.71654 -0.34334 0.08 -0.19 -0.12 -0.20
H -4.71313 -2.69739 0.07826 -0.34 0.55 0.55 0.22
H -5.27678 -2.72827 -1.51964 -0.38 0.41 -0.34 0.32
C 2.97818 5.51556 3.21581 0.67 -0.84 0.09 -0.38
C 3.76718 4.85780 4.33586 -0.96 0.56 0.48 -0.38
O 2.92322 3.74120 4.65582 -0.17 -1.77 1.14 -0.36
C 2.14413 3.35348 3.62474 -0.66 0.94 -1.98 0.72
O 1.41065 2.38791 3.43114 2.53 2.60 1.31 -0.45
O 2.29765 4.38307 2.68674 -0.89 -1.13 -0.72 -0.32
H 3.70265 5.93701 2.51893 -0.53 -0.02 -0.43 0.28
H 2.23502 6.24948 3.52752 0.18 0.04 0.15 0.29
H 3.81236 5.52269 5.19839 0.11 -0.33 0.16 0.34
H 4.76895 4.51861 4.07220 -0.16 -0.11 -0.20 0.28
C 5.24916 0.82476 4.97351 2.24 1.07 -1.73 -0.30
C 4.63639 -0.36425 5.61683 -0.46 -0.06 0.75 -0.29
O 3.69132 -0.79249 4.65863 -1.00 0.05 -1.35 -0.34
C 3.82811 -0.10770 3.45641 -2.37 -1.46 -1.93 0.44
O 3.19516 -0.35667 2.40740 2.31 0.85 4.06 -0.17
O 4.72212 0.86108 3.61702 0.24 0.06 0.17 -0.33
H 6.32600 0.67900 4.88825 0.13 -0.04 -0.22 0.27
H 5.17698 1.84906 5.33916 -0.83 -0.35 0.60 0.21
H 4.23787 -0.04730 6.58058 -0.83 -0.34 -0.13 0.26
H 5.28420 -1.21467 5.82952 0.39 0.26 -0.25 0.28
C -3.59557 0.74794 -4.63519 -0.75 0.32 0.62 0.60
C -3.57564 2.28191 -4.37634 0.79 -1.76 0.55 0.08
O -3.55371 2.81809 -5.70067 0.52 0.69 1.12 -0.36
C -3.65994 1.87592 -6.62629 -3.36 -0.55 -1.63 0.60
O -3.92463 2.13069 -7.78453 1.51 -0.99 1.86 -0.57
O -3.86002 0.61578 -6.03173 1.40 1.31 -0.57 -0.46
H -4.41479 0.25970 -4.10736 -0.04 0.08 -0.05 -0.03
H -2.67506 0.29199 -4.27066 0.27 -0.13 -0.62 -0.07
H -2.66558 2.49750 -3.81651 0.10 0.48 -0.38 0.09
H -4.40197 2.55100 -3.71841 -0.36 0.60 -0.79 0.13
C -0.08524 -0.00416 0.15986 1.26 -0.21 0.68 0.42
C 0.52590 1.37272 0.43359 -0.94 -0.22 -0.41 1.05
O 0.65254 1.89479 -0.92009 0.28 -0.27 -0.12 -0.24
C -0.16024 1.21574 -1.73099 0.21 -0.24 -0.76 0.49
O -0.36379 1.45128 -2.89931 -0.04 -0.09 1.10 -0.61
O -0.68874 0.14705 -1.08244 -1.32 0.61 -1.66 -0.19
H -0.80270 -0.40129 0.87794 0.20 0.23 0.09 0.07
H 0.73071 -0.70391 -0.02091 0.03 -0.36 0.56 -0.31
H 1.49792 1.25595 0.91279 -0.29 0.55 0.04 -0.66
H -0.19288 2.05495 0.88749 0.41 -0.05 0.62 -0.11
C -4.81738 -1.24645 2.89444 -1.14 -1.98 1.32 -0.76
O -4.07412 -0.15337 2.52082 1.29 0.81 -0.41 -0.03
C -3.35179 0.37198 3.52813 -0.86 0.52 2.59 0.44
O -3.57726 0.17956 4.74418 1.11 0.57 -3.81 -0.60
O -2.48393 1.20636 2.94443 0.42 -0.27 -0.19 0.24
C -1.76896 2.07610 3.81205 0.24 0.26 2.09 -0.86
H -5.63880 -0.96498 3.55332 -0.27 0.09 -0.28 0.27
H -4.22886 -1.93112 3.50516 0.24 -0.07 -0.05 0.36
H -5.17153 -1.81556 2.03491 -0.04 0.54 -0.10 0.12
H -0.92245 2.67124 3.46951 -0.65 -0.22 -1.61 0.08
H -1.23320 1.51951 4.58099 -0.54 -0.43 0.26 0.38
H -2.50361 2.72723 4.28577 0.17 0.08 0.11 0.38
C 1.79152 -7.19848 1.73457 0.19 -0.41 0.62 -0.84
O 1.56979 -5.98484 0.96428 -0.30 -1.08 0.84 -0.20
C 2.65499 -5.24237 0.75240 2.35 0.08 -0.93 0.69
O 3.79545 -5.46237 1.14325 -2.11 0.33 -0.20 -0.60
O 2.30928 -4.26645 -0.11459 -0.71 -1.57 1.03 -0.24
C 3.24337 -3.27970 -0.43552 1.00 1.42 -0.12 -0.34
H 2.38705 -7.02652 2.63116 0.33 0.32 -0.38 0.35
H 2.22133 -8.01322 1.15185 0.39 0.48 -0.34 0.34
H 0.88536 -7.64842 2.14018 -0.65 0.83 -0.48 0.28
H 3.66015 -3.39869 -1.43563 -0.39 -0.20 -0.16 0.29
H 4.11910 -3.22167 0.21089 -0.35 -0.25 0.35 0.41
H 2.69235 -2.34219 -0.36104 0.28 0.07 -0.16 -0.13
C 6.78103 -1.04956 -2.71188 1.58 -0.85 0.02 -0.67
O 6.25390 0.18017 -2.33438 -1.46 1.73 1.39 -0.35
C 5.39963 0.21124 -1.27141 -0.71 -1.55 0.24 0.72
O 4.98808 -0.79377 -0.68851 0.95 1.74 -1.00 -0.58
O 5.01146 1.47321 -1.00300 0.92 -1.13 0.01 -0.41
C 4.07517 1.60890 0.09694 -0.52 0.35 -0.93 0.02
H 6.05542 -1.77447 -3.08078 -0.02 0.21 0.04 0.28
H 7.40222 -1.47219 -1.92220 -0.54 -0.31 0.48 0.31
H 7.56552 -0.81446 -3.43120 -0.54 0.03 -0.59 0.26
H 3.36562 0.78193 0.06964 0.23 0.07 0.15 -0.05
H 3.57613 2.53866 -0.17623 -0.15 -0.04 0.33 0.22
H 4.52509 1.69612 1.08591 0.35 -0.24 -0.29 0.24
```
Forces are in eV/Å.

Results
- M (g/mol) = 974.730
- electronic energy (Eh) = -3770.34586
- relative energy (zero: lowest compared OMol25 entry of this formula, charge and spin) (kcal per mole) = 95.5
- 2S+1 = 1
- charge = 0